Computed, not measured: a single CH3IOS molecule in a non-equilibrium geometry, with wB97M-V/def2-TZVPD.

Each line ends with the Löwdin charge.
Positions of all 7 atoms, in Å:
I 2.59327 0.51030 1.20195  0.35
S 0.48559 1.43867 0.82143  0.06
O -0.22268 -1.07524 -0.85211  -0.09
C -0.61225 -0.06925 0.04683  -0.52
H -1.41911 0.44125 -0.48676  0.08
H -0.04103 -0.55263 -1.61261  0.07
H -0.78378 -0.69309 0.88128  0.05

Values from the calculation:
E_LUMO = -0.32 eV
energy above the lowest of the compared OMol25 structures with the same formula, charge and spin = 10.85 kJ/mol
gap between HOMO and LUMO = 0.309 Ha
maximum force = 2.19 eV Å⁻¹
energy = -810.982845 Eh

Computed, not measured: C48H62BF5N8OS5V as an isolated structure, with wB97M-V/def2-TZVPD.

Each line ends with the Löwdin charge.
Positions of all 131 atoms, in Å:
V -0.90820 -0.36925 -1.72421  -0.20
S -0.51197 -2.76504 -2.18827  0.71
S -1.39308 1.92782 -0.67755  0.73
S -3.27694 -0.65424 -1.53453  0.71
S -1.13363 -0.41303 -4.49186  0.70
S 1.39511 0.07882 -1.04758  0.99
F 0.97572 7.33991 -1.13624  0.11
F 1.22536 2.77418 -2.15803  0.03
F -2.36834 4.45925 0.43198  0.07
F 2.22679 5.22857 -2.32716  0.10
F -1.33698 6.90481 0.24499  0.12
O 3.47138 0.72920 -3.81078  0.10
N 0.51685 -2.76206 1.58694  0.18
N 1.31304 0.48660 -4.35875  0.10
N -2.44506 -2.06610 2.04297  0.18
N -2.33653 -1.41305 0.86417  0.02
N -0.09842 -0.13025 1.18096  -0.02
N -0.08614 -2.50587 0.41792  0.01
N -0.65318 0.31408 2.29439  0.20
N -0.30958 2.11642 -4.75020  0.04
C 2.89027 -2.78962 3.23951  -0.04
C 0.54131 3.76768 -1.55133  -0.25
C 4.56336 -1.78075 -2.41660  -0.08
C -4.54121 -4.42149 3.47806  -0.04
C -3.62079 -2.32394 2.53064  -0.22
C 1.21983 -3.85237 1.73578  -0.21
C 1.65315 1.48928 1.31327  -0.22
C 0.45682 6.11029 -1.05092  -0.15
C -3.72998 -3.15800 3.79841  -0.55
C 2.77723 -5.27770 3.12706  -0.06
C 0.72091 -5.53443 -1.63126  -0.07
C -5.92295 -0.80839 -0.07989  -0.08
C 3.61652 4.48139 -5.80281  -0.06
C -1.39561 3.34285 3.63778  -0.03
C -3.49983 4.15111 -4.34971  -0.10
C -2.11499 1.08475 4.41606  -0.06
C -0.90848 1.95104 4.06893  -0.54
C 0.66956 -4.56840 -0.49456  -0.25
C -0.00028 2.06913 5.29844  -0.04
C 2.86139 2.16520 0.74139  -0.01
C -1.63283 2.63302 -5.06866  -0.19
C 2.66927 2.31767 -5.36900  -0.17
C -2.11475 3.61636 -4.01287  -0.24
C 2.57461 -1.32132 -0.94181  -0.34
C -4.71758 -1.27406 0.66837  -0.25
C 3.42348 3.40701 -4.94917  -0.02
C 0.94113 -3.98759 4.21543  -0.05
C -1.23555 4.60533 -0.26485  -0.25
C 3.08533 4.45250 -7.08436  -0.07
C -0.13045 1.36399 2.90359  -0.19
C -0.63828 3.48584 -0.86427  -0.51
C -0.01357 0.84222 -4.55824  -0.78
C 1.27502 -4.81485 0.70003  0.06
C -4.80009 -1.86952 1.87876  0.05
C 1.08366 5.03668 -1.65071  -0.16
C 2.14179 2.28514 -6.65812  -0.03
C 2.35770 3.35077 -7.51636  -0.07
C -0.71545 5.88160 -0.35028  -0.15
C -4.45275 -2.35860 4.88967  -0.04
C 1.95413 -3.99191 3.07054  -0.54
C -3.40804 -1.12124 0.08526  -0.57
C -2.35061 -3.56500 4.29560  -0.07
C 2.53023 1.15715 -4.44326  -0.39
C 1.06222 1.94208 2.47132  0.05
C 4.92677 -0.97882 -0.06475  -0.08
C 0.99137 0.45988 0.64552  -0.42
C 4.02007 -0.90997 -1.28852  -0.48
C 0.02056 -3.30406 -0.66646  -0.60
B -0.89775 -1.15949 0.31392  -0.70
H 1.95953 3.32231 -8.52208  0.11
H 5.00703 -2.00912 0.28966  0.08
H 2.49878 -1.75346 0.05551  0.08
H 0.84661 2.73450 5.12381  0.08
H -1.80696 0.08819 4.73352  0.07
H 4.18317 5.34014 -5.46836  0.11
H 0.38624 1.09100 5.59266  0.09
H -1.40291 4.44525 -3.92880  0.11
H -1.58830 3.10750 -6.05466  0.13
H -0.56978 2.47515 6.13635  0.09
H 3.54730 1.45719 0.28132  0.06
H 5.93315 -0.62913 -0.30110  0.08
H -3.82624 4.88012 -3.60846  0.07
H 0.42962 2.79454 -4.64672  0.13
H -6.03074 -1.36336 -1.01277  0.08
H -0.56051 4.00422 3.39775  0.08
H 4.52009 -2.83968 -2.14261  0.08
H -4.07332 -4.98943 2.67160  0.09
H 2.32980 -1.85563 3.17170  0.08
H 3.83992 3.40363 -3.95082  0.12
H -5.81296 0.24107 -0.35554  0.08
H 0.26310 -4.84057 4.14733  0.08
H 3.52900 -5.31434 2.33522  0.09
H -5.56382 -4.18496 3.17876  0.08
H 2.55495 2.86649 -0.03759  0.08
H -2.13345 3.10381 -3.04784  0.07
H 1.46192 -4.04005 5.17423  0.09
H -2.44780 -4.15127 5.21236  0.09
H 1.48539 2.78547 3.00145  0.12
H -1.73775 -2.68897 4.49847  0.07
H 4.53967 -0.37331 0.75924  0.06
H 3.66350 -2.78472 2.47269  0.07
H 3.38619 2.72034 1.51784  0.09
H -5.76625 -2.01791 2.34541  0.12
H -2.03391 3.27309 2.75488  0.08
H -3.51453 4.63761 -5.32783  0.07
H 2.19425 -2.05648 -1.65319  0.06
H -4.53196 -2.96068 5.79728  0.09
H 3.98366 -1.63745 -3.32864  0.06
H 1.26980 -6.43288 -1.35251  0.08
H -1.96760 3.80212 4.44656  0.09
H 1.19133 -5.07001 -2.49951  0.07
H -3.90965 -1.44619 5.13224  0.08
H 3.38019 -2.83302 4.21487  0.09
H 1.80630 -5.74541 0.84761  0.11
H -2.77630 0.96629 3.55774  0.08
H 2.14772 -6.16689 3.05008  0.09
H 3.24264 5.28941 -7.75238  0.11
H -2.66980 1.55571 5.23052  0.09
H -6.82064 -0.93817 0.52375  0.08
H 3.99777 0.12062 -1.65140  0.09
H -5.46456 -2.08258 4.58635  0.08
H -2.30634 1.78153 -5.13367  0.08
H -1.82640 -4.16163 3.54964  0.07
H -4.23264 3.34248 -4.36493  0.08
H 1.57457 1.42419 -6.98962  0.12
H -4.59240 -5.06151 4.36141  0.09
H 5.60283 -1.53209 -2.63660  0.08
H 3.30136 -5.32802 4.08261  0.09
H 0.34810 -3.07623 4.18472  0.06
H 1.39853 -0.44004 -3.96012  0.11
H -0.28850 -5.80792 -1.94322  0.09

Values from the calculation:
E_LUMO (spin up / spin down) = -0.14 / -0.19 eV
energy above the lowest of the compared OMol25 structures with the same formula, charge and spin = 79.47 kJ/mol
gap between HOMO and LUMO (spin up / spin down) = 0.224 / 0.224 Ha
maximum force = 0.80 eV Å⁻¹
spin multiplicity = 4
energy = -5838.784073 Eh

Computed, not measured: a single CH3NOS molecule in a non-equilibrium geometry, with wB97M-V/def2-TZVPD.

Each line ends with the Löwdin charge.
Positions of all 7 atoms, in Å:
S -0.16216 0.62723 0.57991  0.94
O 1.09680 0.09156 -0.30148  -0.44
N -0.75256 0.01980 1.93758  -0.34
C 0.30467 -0.10212 -1.35439  -0.22
H -0.30274 -0.44486 2.66836  -0.05
H -0.51113 -0.76699 -1.31156  0.03
H 0.32712 0.57538 -2.21843  0.08

Values from the calculation:
E_LUMO (spin up / spin down) = -0.33 / -0.06 eV
energy above the lowest of the compared OMol25 structures with the same formula, charge and spin = 482.88 kJ/mol
gap between HOMO and LUMO (spin up / spin down) = 0.291 / 0.302 Ha
maximum force = 4.98 eV Å⁻¹
energy = -567.916838 Eh